(1)
15
Properties=species:S:1:pos:R:3:forces:R:3:lowdin_charge:R:1 method="wB97M-V/def2-TZVPD" gap_ev=8.9437 e_lumo_ev=-0.2 homo_energy_ev=-9.11 charge=0 spin_multiplicity=1
C 0.15879 -0.49392 -1.53192 -0.763 -1.234 -1.307 0.018
C -0.38246 -0.95975 -0.42557 -0.440 -3.348 -1.160 -0.244
C -0.74609 -0.19058 0.69925 1.851 1.385 1.177 -0.115
C 0.08340 0.63902 1.34506 -0.243 0.665 -0.312 -0.052
C 1.43058 0.93314 0.78523 -1.460 -3.309 0.490 -0.110
C 2.21296 -0.10110 0.46382 1.688 3.743 0.112 -0.696
Br 3.99900 0.21358 -0.18780 -0.644 -0.255 -0.094 0.745
C 1.86885 -1.38364 0.74946 0.914 -0.204 0.340 -0.354
N 1.66962 -2.45413 1.04535 -0.568 -2.847 0.667 0.227
H 0.38060 0.52621 -1.65746 0.154 1.234 0.012 0.061
H 0.28678 -1.08741 -2.43929 0.198 -0.130 0.480 0.077
H -0.59739 -2.09501 -0.24207 0.333 2.075 -0.869 0.152
H -1.69981 -0.41278 1.01305 -2.133 -0.040 1.201 0.091
H -0.23057 1.26301 2.18905 -0.043 -0.393 -0.252 0.114
H 1.52817 1.87963 0.42379 1.157 2.659 -0.485 0.086

=====

(2)
37
Properties=species:S:1:pos:R:3:forces:R:3:lowdin_charge:R:1 method="wB97M-V/def2-TZVPD" gap_ev=6.5082 e_lumo_ev=2.7 homo_energy_ev=-3.81 charge=-1 spin_multiplicity=1
C 3.69590 -1.57958 2.44987 0.175 -0.126 0.111 -0.085
C 3.40228 -0.34090 1.64480 0.646 0.006 -0.461 -0.458
O 4.63491 0.06067 0.96766 0.115 -0.032 0.028 -0.084
C 2.33648 -0.54409 0.59031 -0.320 -0.276 0.414 -0.230
B 1.03393 -1.46787 0.98433 -0.439 0.560 -0.564 -0.932
P 0.23716 -1.11272 2.72521 -0.176 -0.267 0.742 0.789
O 0.66458 0.47582 3.11278 -0.249 0.148 -0.203 -0.362
O -1.37730 -0.91727 2.32852 0.125 0.286 -0.254 -0.368
P 1.46560 -3.36162 0.69530 0.593 0.017 0.022 0.484
O 1.30261 -4.10890 2.18670 0.301 -0.037 0.167 -0.472
Br -0.35177 -4.21299 -0.40125 -0.140 -0.030 0.139 0.099
H 3.90970 -2.41150 1.78301 0.014 -0.195 -0.170 0.065
H 2.88281 -1.86235 3.10823 -0.262 -0.009 0.083 0.051
H 4.57449 -1.42175 3.07205 0.198 0.043 0.228 0.074
H 3.15184 0.48055 2.30137 -0.287 0.137 0.304 0.117
H 5.37148 -0.37851 1.40908 -0.169 0.142 -0.054 0.058
H 2.83111 -0.96336 -0.28056 0.166 -0.182 -0.260 0.082
H 1.96551 0.42715 0.27808 -0.046 0.293 -0.095 0.083
H 0.16234 -1.23294 0.15760 -0.013 0.023 -0.006 0.023
H 0.23386 1.12049 2.53203 0.244 -0.159 -0.081 0.034
H -1.44093 -0.58483 1.41681 -0.004 -0.308 0.143 0.015
H 2.15367 -4.51179 2.42159 -0.491 -0.009 -0.273 0.025
C -2.19149 1.69897 -4.63768 0.003 0.194 0.112 -0.069
C -2.47680 0.62391 -3.61008 -0.008 -0.142 -0.341 -0.209
O -2.16993 1.06629 -2.28309 -0.006 0.037 0.034 0.044
C -3.07651 1.85025 -1.70863 0.111 -0.186 0.034 -0.612
O -4.12603 2.20166 -2.18594 -0.040 0.077 -0.030 0.114
O -2.62588 2.16909 -0.49624 -0.016 0.073 0.048 0.006
C -3.46972 3.05317 0.24095 -0.011 0.052 0.153 -0.041
H -1.16309 2.04917 -4.54339 0.035 -0.078 -0.039 0.081
H -2.33860 1.30798 -5.64463 0.009 -0.038 -0.001 0.076
H -2.85059 2.55555 -4.50099 -0.062 -0.037 -0.002 0.072
H -1.83599 -0.23893 -3.77693 0.065 0.005 0.152 0.126
H -3.51176 0.28762 -3.65960 -0.052 0.094 0.078 0.122
H -4.48853 2.67591 0.28363 -0.027 0.004 -0.078 0.094
H -3.45706 4.04677 -0.20552 -0.072 -0.014 -0.054 0.095
H -3.05833 3.10087 1.24464 0.087 -0.062 -0.024 0.093

=====

(3)
18
Properties=species:S:1:pos:R:3:forces:R:3:lowdin_charge:R:1 method="wB97M-V/def2-TZVPD" gap_ev=9.3126 smiles=CSC.CSC e_lumo_ev=0.8 homo_energy_ev=-8.48 charge=0 spin_multiplicity=1
C 2.12529 0.28270 -2.19424 -0.005 0.267 -1.620 -0.471
S 2.93122 0.60023 -0.61244 0.395 -0.303 0.057 0.702
C 2.26996 2.17314 0.06377 -1.139 -0.496 -2.659 -0.403
H 1.94406 -0.79828 -2.31052 0.341 0.365 0.225 0.026
H 1.13912 0.72897 -2.28014 -0.189 0.182 0.363 0.021
H 2.67275 0.64438 -3.12722 -0.292 -0.423 1.401 0.052
H 1.50781 1.88991 0.75951 0.022 0.230 0.991 -0.008
H 1.66767 2.65051 -0.78139 1.242 -0.114 1.073 0.060
H 3.12933 2.73683 0.40771 -0.401 0.287 0.184 0.020
C -1.24197 -0.58274 1.62318 -1.193 -2.160 -0.601 -0.398
S -2.82416 -0.38055 0.67028 0.724 -0.684 0.283 0.705
C -3.28179 -2.15185 0.48572 -3.527 1.945 -2.286 -0.423
H -0.70839 -1.43208 1.17928 -0.057 0.207 -0.118 0.031
H -0.61749 0.25339 1.47483 0.438 1.164 0.291 -0.009
H -1.44837 -0.90643 2.64869 0.113 0.721 -0.046 0.037
H -4.31390 -2.30818 0.90972 1.138 0.086 -0.399 0.047
H -2.63006 -2.78559 0.89674 2.630 -2.124 2.295 -0.034
H -3.28440 -2.51578 -0.57328 -0.240 0.848 0.567 0.046

=====

(4)
144
Properties=species:S:1:pos:R:3:forces:R:3:lowdin_spin:R:1 method="wB97M-V/def2-TZVPD" gap_ev="1.7064 / 7.8175" s2=0.750 e_lumo_ev="2.1 / 2.1" homo_energy_ev="0.37 / -5.75" charge=-1 spin_multiplicity=2
O -0.97978 0.75521 0.59985 -0.909 -0.687 0.471 0.003
C -0.26655 0.54950 -0.36271 1.276 2.240 0.393 0.001
N -0.09085 -0.60855 -0.98920 -0.628 -1.551 -0.393 0.000
C 0.55972 1.66230 -0.90815 1.140 0.899 -1.919 0.006
H 0.62556 -0.76999 -1.68259 -0.116 0.287 0.007 0.000
H -0.83211 -1.28749 -0.89087 0.208 -0.056 0.071 0.000
H 0.04631 2.27479 -1.64934 -1.104 0.203 0.381 0.003
H 1.30179 1.34400 -1.64035 0.592 -0.645 0.508 0.000
H 1.07087 2.37309 -0.25884 -0.421 -0.536 0.472 0.002
O -1.29906 -0.07146 -4.53446 -0.075 -0.166 0.368 0.000
C -0.58493 0.89926 -4.68084 0.645 0.706 -0.633 0.001
N -1.03632 2.19046 -4.61818 -0.098 -1.021 0.104 0.003
C 0.90320 0.83569 -4.99215 0.090 0.237 0.724 0.001
H -0.43109 2.92303 -4.96042 -0.301 0.213 0.416 0.001
H -1.98231 2.29499 -4.28009 0.153 0.487 -0.323 0.003
H 1.42818 1.53090 -4.33701 -0.035 0.055 0.251 0.001
H 1.13153 1.24637 -5.97566 -0.114 -0.520 -0.250 0.000
H 1.30391 -0.15335 -4.77002 -0.102 0.006 -0.524 0.000
C -0.67947 2.50803 3.52231 -0.485 0.057 0.498 0.025
C -0.22436 2.96366 4.93296 -0.247 0.295 -2.624 0.022
N -0.85981 2.21893 5.99579 0.710 -0.102 -0.490 0.002
C 0.26450 1.71924 6.77426 -1.874 -1.347 1.997 0.002
C -0.24443 0.47219 7.53112 1.591 -1.123 1.360 0.000
C -1.78539 2.96992 6.86703 1.821 0.732 -0.130 0.001
C -3.06124 3.46232 6.25094 -0.234 -0.713 0.755 0.003
H -0.18068 3.00188 2.68840 -0.152 0.550 0.209 0.015
H -1.75827 2.66273 3.50275 -0.107 -0.082 -0.584 0.002
H -0.46894 1.46000 3.30921 -0.091 -0.168 0.490 0.001
H 0.84545 2.76324 4.87444 0.042 0.490 0.632 0.010
H -0.40360 4.03524 5.02061 0.155 0.225 0.076 0.013
H 0.50144 2.49100 7.50662 0.535 0.190 0.249 0.000
H 1.17734 1.47389 6.23146 -0.494 0.036 -0.277 0.002
H 0.25959 -0.44949 7.24028 -0.289 -0.125 -1.031 0.000
H -1.30315 0.24353 7.65332 -0.062 0.548 -0.590 0.000
H 0.14541 0.42412 8.54787 -0.103 0.686 0.535 0.000
H -1.88370 2.40574 7.79446 -0.603 -0.301 -0.243 0.000
H -1.30239 3.88558 7.20818 0.710 0.355 0.222 0.000
H -3.63841 3.85645 7.08740 -0.415 -0.212 0.004 0.000
H -2.94348 4.33312 5.60600 0.167 -0.548 -0.547 0.003
H -3.52659 2.56618 5.84050 -0.605 0.534 -0.537 0.000
C -3.29161 -1.77882 -1.15570 -0.598 -0.189 -0.226 0.000
C -3.65209 -0.28047 -1.09463 -0.163 -0.618 0.207 0.000
N -4.67141 0.24459 -1.99420 0.364 -0.901 0.032 0.000
C -4.58095 -0.15673 -3.42630 2.636 -0.529 1.966 0.000
C -5.90850 -0.33731 -3.92292 -3.488 1.271 -1.075 0.000
C -4.87501 1.67566 -1.79727 -0.518 0.380 -0.661 0.003
C -4.73641 2.30114 -0.38386 0.343 -0.607 -0.716 0.008
H -3.17856 -2.16991 -0.14457 0.587 0.305 0.116 0.000
H -2.42891 -2.02871 -1.77329 0.008 0.066 -0.075 0.000
H -4.10885 -2.41464 -1.49621 -0.283 0.268 -0.446 0.000
H -4.08949 -0.19863 -0.09960 0.315 0.467 0.076 0.000
H -2.75245 0.33017 -1.17148 0.323 -0.045 0.282 0.000
H -4.05237 0.52756 -4.08997 0.355 0.582 0.247 0.000
H -3.95809 -1.04886 -3.49137 -0.118 -0.207 0.251 0.000
H -6.23335 0.68630 -4.10941 -0.419 0.256 -0.637 0.000
H -6.07398 -0.87162 -4.85846 0.238 -0.237 0.146 0.000
H -6.64802 -0.56437 -3.15502 0.273 -1.000 0.055 0.000
H -5.86590 1.85838 -2.21304 -0.223 0.400 0.174 0.000
H -4.20801 2.18377 -2.49371 0.525 0.503 -0.020 0.002
H -5.62996 2.15917 0.22402 0.194 -0.314 0.129 0.000
H -4.53870 3.37245 -0.42027 -0.199 0.046 -0.416 0.010
H -3.83323 1.88318 0.06072 -0.268 0.012 0.460 0.001
C 3.35394 -6.63920 -1.13671 2.546 0.341 0.040 0.000
C 1.94029 -6.96981 -1.36598 -0.745 0.701 -1.169 0.000
N 1.00633 -5.84208 -1.34717 -2.404 -0.050 0.833 0.000
C 1.06591 -5.00029 -2.55166 0.494 1.390 -0.285 0.000
C -0.09196 -3.94002 -2.77952 -0.147 -1.859 0.977 0.000
C -0.36652 -6.35740 -1.06996 0.065 -1.211 -1.129 0.000
C -0.98601 -7.34937 -2.18818 1.309 1.047 2.269 0.000
H 3.91540 -7.57332 -1.15327 0.055 -0.218 0.190 0.000
H 3.62255 -6.14248 -0.20439 -0.474 -0.113 0.257 0.000
H 3.89363 -6.05753 -1.88403 -0.527 0.291 -0.432 0.000
H 1.83448 -7.35851 -2.37879 0.268 -0.861 -0.193 0.000
H 1.73741 -7.76473 -0.64832 -0.875 0.257 0.050 0.000
H 1.97402 -4.40699 -2.44461 0.271 -0.038 -0.190 0.000
H 1.19951 -5.60935 -3.44569 -0.105 -0.218 -0.369 0.000
H -0.21026 -3.37477 -1.85507 -0.110 0.057 -0.087 0.000
H -0.10589 -3.25475 -3.62704 1.004 -0.151 -0.027 0.000
H -0.98930 -4.53783 -2.93919 -0.377 0.198 0.229 0.000
H -1.11830 -5.57937 -0.93730 0.461 0.319 0.128 0.000
H -0.30910 -6.94967 -0.15671 -0.015 0.238 0.211 0.000
H -0.46755 -8.30439 -2.10294 0.236 0.067 -0.580 0.000
H -0.83948 -6.82115 -3.13031 -0.668 -0.618 -0.233 0.000
H -1.98372 -7.56149 -1.80392 -0.336 0.321 -0.819 0.000
O 3.61190 2.14924 -0.79025 0.479 1.966 1.083 0.003
C 3.87028 3.19704 -0.21022 0.330 -1.120 -0.884 0.018
O 5.12296 3.45427 0.25348 0.184 0.741 0.147 0.006
C 5.20239 4.72771 0.99390 -0.204 -0.259 -0.392 0.039
C 3.80371 5.38477 0.93025 1.095 -1.124 1.271 0.144
C 2.98786 4.35499 0.13688 -1.432 1.482 0.659 0.043
H 5.97428 5.40775 0.63360 0.180 -0.514 -0.594 0.008
H 5.47409 4.46456 2.01618 -0.035 -0.109 -0.050 0.008
H 3.81620 6.44701 0.68609 -0.148 -0.332 -0.707 0.061
H 3.56690 5.34631 1.99352 -0.947 0.227 -0.066 0.035
H 2.39868 4.83648 -0.64358 0.714 -0.376 -0.690 0.010
H 2.15535 4.05105 0.77144 0.074 -0.616 0.264 0.020
O 3.50018 -2.24013 3.18626 0.774 0.826 0.983 0.004
C 2.74080 -2.57822 2.34451 -1.353 0.145 0.205 0.001
O 3.03163 -3.60877 1.54742 2.297 0.922 2.602 0.001
C 2.03715 -3.89672 0.71111 -1.670 -2.547 -3.585 0.000
C 0.72917 -3.18477 1.03544 1.278 1.528 1.068 0.000
C 1.31771 -2.05472 2.05210 -0.374 -1.831 -1.721 0.001
H 1.98576 -4.98168 0.61996 -0.591 0.026 0.517 0.000
H 2.44204 -3.68228 -0.27793 -0.604 0.610 -0.510 0.000
H -0.05260 -3.79154 1.49235 0.205 -0.104 -0.060 0.000
H 0.37332 -2.69781 0.12750 -0.199 -0.171 0.403 0.000
H 0.70400 -1.96476 2.94839 0.472 0.359 -0.145 0.000
H 1.36519 -1.16265 1.42756 0.060 0.385 0.604 0.001
O 2.88912 -1.34878 -2.06207 0.183 0.605 -0.319 0.000
C 4.08906 -1.38382 -2.10770 0.331 -1.176 0.778 0.001
O 4.92292 -0.49320 -2.61485 -0.563 0.728 -0.376 0.002
C 6.24207 -0.94166 -2.46133 2.914 0.453 -1.755 0.002
C 6.32219 -2.44187 -2.11891 -0.489 0.496 -0.617 0.001
C 4.92668 -2.55904 -1.61523 -1.541 -0.640 1.625 0.000
H 6.82018 -0.28728 -1.80888 -0.582 -0.200 0.892 0.001
H 6.79381 -0.73914 -3.37931 -0.403 -0.046 -0.539 0.000
H 7.19530 -2.61720 -1.49040 -0.554 -0.107 0.547 0.000
H 6.37587 -3.19524 -2.90482 0.525 0.749 -0.797 0.000
H 4.93973 -2.52271 -0.52591 -0.594 -0.216 0.153 0.000
H 4.30525 -3.37249 -1.98967 0.515 -0.653 0.440 0.000
O -5.31463 -1.31628 2.42818 0.815 0.002 -0.204 0.000
C -4.21772 -1.09006 2.87036 -0.431 -0.248 -0.086 0.000
O -3.04553 -1.54752 2.29846 -1.492 0.442 1.409 0.000
C -1.95119 -1.15079 3.16589 0.760 -0.246 -0.162 0.000
C -2.50199 -0.79749 4.54811 -1.614 0.311 0.027 0.000
C -3.92749 -0.33339 4.15230 1.066 0.030 0.618 0.000
H -1.49982 -0.32567 2.61494 0.336 0.055 0.422 0.000
H -1.28263 -2.01095 3.20141 0.026 0.148 -0.088 0.000
H -2.03730 -0.03292 5.17068 0.623 0.180 -0.683 0.000
H -2.65803 -1.61763 5.24892 0.433 -0.632 -0.441 0.000
H -3.88922 0.74639 4.00835 -0.300 0.028 -0.440 0.000
H -4.62321 -0.53921 4.96576 -0.327 -0.045 -0.451 0.000
O 1.45624 4.47843 -5.24357 -1.213 2.833 1.544 0.005
C 1.05544 5.25971 -4.36333 1.310 -2.804 0.002 0.012
O 0.95625 4.71144 -3.09711 0.520 -1.056 -0.969 0.018
C 0.40243 5.59189 -2.16966 -0.030 2.425 0.765 0.104
C -0.42551 6.52715 -3.07498 1.464 0.591 1.551 0.072
C 0.53920 6.69253 -4.25503 -1.701 -1.443 -1.792 0.046
H 1.17126 6.16126 -1.64735 0.710 0.541 -0.580 0.054
H -0.00642 5.19304 -1.24130 -1.006 -1.110 -0.767 0.043
H -0.52977 7.53324 -2.66874 -0.692 -0.230 0.459 0.040
H -1.35379 5.99914 -3.29318 -0.053 0.494 -0.464 0.008
H 1.26433 7.50411 -4.31536 0.189 -0.313 0.787 0.026
H -0.11944 6.85484 -5.10822 0.301 0.017 -0.538 0.006

=====

(5)
13
Properties=species:S:1:pos:R:3:forces:R:3:lowdin_charge:R:1 method="wB97M-V/def2-TZVPD" gap_ev=7.8827 smiles="CP(C)(=O)C(=O)[O-]" e_lumo_ev=3.9 homo_energy_ev=-3.98 charge=-1 spin_multiplicity=1
C 0.81622 -0.60735 1.55798 0.081 1.075 -0.755 -0.239
P -0.22043 -0.46485 -0.08925 -4.736 -3.214 2.145 0.885
C -0.97765 1.24820 -0.08860 2.793 -0.748 -0.422 -0.234
O -1.65484 -1.54355 0.08646 5.278 3.715 -0.463 -0.637
C 0.66374 -0.48717 -1.92691 -2.704 1.440 1.155 -0.855
O -0.12262 0.12559 -2.61241 -1.108 0.687 -0.868 -0.047
O 1.71550 -0.97853 -2.05898 3.930 -2.091 -0.100 0.007
H 0.11823 -0.50953 2.41956 0.406 -0.554 -0.650 0.026
H 1.47669 -1.48479 1.56571 -0.757 -0.148 0.079 0.015
H 1.55185 0.22651 1.67297 -0.647 -0.198 -0.412 0.021
H -1.38236 1.53238 0.85272 -0.181 0.336 0.717 0.017
H -0.27690 1.95758 -0.59909 -0.618 -0.360 0.787 0.053
H -1.70743 0.98550 -0.78016 -1.736 0.060 -1.214 -0.011

=====

(6)
31
Properties=species:S:1:pos:R:3:forces:R:3:lowdin_charge:R:1 method="wB97M-V/def2-TZVPD" gap_ev=8.5539 e_lumo_ev=-3.5 homo_energy_ev=-12.05 charge=+1 spin_multiplicity=1
C 1.44802 -0.75253 0.10115 1.789 -0.120 0.686 -0.044
C 1.32462 0.57647 -0.09626 0.735 0.217 -0.195 -0.049
C 0.33783 -1.59154 -0.01345 -1.487 -1.038 0.382 -0.251
C 0.06857 1.13283 -0.44603 -2.063 1.737 -1.505 -0.184
C -0.89990 -1.20521 -0.38048 -0.495 4.421 -0.532 -0.034
C -2.02751 -2.10778 -0.67056 -3.388 1.834 0.739 -0.031
C 2.79860 -1.45416 0.49335 -0.198 1.087 -1.964 -0.110
C 2.53281 1.48045 -0.00823 -0.947 2.314 -0.372 -0.126
N -1.06297 0.39071 -0.57866 2.605 -4.793 0.890 -0.030
N -0.04590 2.43423 -0.80756 1.235 0.289 0.077 0.202
N -3.92855 0.82440 1.24189 -1.863 1.018 -1.593 0.058
O -2.27018 0.93995 -0.85787 -0.209 -0.671 2.496 -0.042
O 0.52639 -2.88293 0.37503 0.223 -0.371 -0.310 0.083
O 3.96038 -0.81125 -0.08461 -1.244 -0.761 -2.772 -0.098
O 2.11066 2.77348 0.47642 -2.140 -1.981 0.930 -0.054
H -2.51451 -2.66716 0.13025 0.738 0.115 0.967 0.094
H -1.82363 -2.87662 -1.35100 0.562 -0.745 -1.595 0.076
H -2.99158 -1.54169 -0.97784 1.924 -0.584 -0.247 0.124
H 2.68552 -2.49488 0.09583 0.498 0.704 1.240 0.142
H 3.00313 -1.22141 1.52121 -0.436 -1.072 0.879 0.139
H 3.01371 1.72109 -0.93369 0.035 -0.579 -1.206 0.134
H 3.29112 1.04695 0.55744 0.917 -0.509 1.390 0.095
H -0.90377 2.86331 -1.00593 -1.592 -0.180 -0.328 0.096
H 0.70703 3.13758 -0.77103 -0.300 -1.448 0.528 0.129
H -2.76829 0.81916 0.15810 -0.224 1.060 -2.070 0.118
H -4.83907 1.29101 0.89475 2.097 -0.534 0.556 0.121
H -3.81694 1.13024 2.19710 0.113 -0.260 0.256 0.063
H -4.19606 -0.14354 1.18050 0.058 -0.573 0.649 0.047
H -0.24874 -3.43034 0.19237 0.097 0.125 0.066 0.115
H 3.80767 -0.84244 -1.09030 0.736 0.052 2.111 0.145
H 2.72153 3.46159 0.45811 2.227 1.245 -0.153 0.073